C45H48N7O3STeW as an isolated structure. Source: the OMol25 dataset; level of theory: ωB97M-V with the def2-TZVPD basis set.

Geometry as ORCA input:
```
! wB97M-V def2-TZVPD RIJCOSX def2/J DEFGRID3
* xyz 3 3
W -0.225 -0.411 -0.577
C -2.886 -2.900 5.326
C -2.046 -2.302 4.234
C -0.776 -1.785 4.507
C 0.031 -1.260 3.506
C 1.458 -0.818 3.738
O 2.354 -1.578 3.445
C 1.706 0.540 4.285
C 0.711 1.517 4.254
C 0.977 2.792 4.732
C 2.228 3.085 5.260
C 3.217 2.109 5.309
C 2.961 0.840 4.817
C -0.450 -1.249 2.206
O 0.347 -0.762 1.218
C -1.721 -1.745 1.900
C -2.511 -2.269 2.923
C -2.083 -1.694 0.472
N -1.210 -2.225 -0.425
C -0.343 -3.367 -0.034
C 0.432 -3.860 -1.246
Te 0.832 -2.185 -2.510
C 2.931 -2.059 -2.521
C 3.689 -3.222 -2.495
C 5.073 -3.133 -2.596
C 5.680 -1.895 -2.744
C 4.909 -0.741 -2.797
C 3.529 -0.817 -2.686
C -3.326 -1.132 -0.010
C -4.171 -0.422 0.862
C -5.388 0.048 0.416
C -5.769 -0.152 -0.909
C -4.933 -0.832 -1.790
C -3.725 -1.331 -1.348
H -2.489 -2.655 6.309
H -2.910 -3.988 5.239
H -3.914 -2.544 5.276
H -0.412 -1.802 5.528
H -0.270 1.266 3.871
H 0.208 3.553 4.727
H 2.425 4.071 5.659
H 4.177 2.336 5.752
H 3.713 0.063 4.858
H -3.490 -2.673 2.692
H -0.987 -4.156 0.358
H 0.359 -3.079 0.751
H -0.144 -4.555 -1.851
H 1.372 -4.327 -0.962
H 3.225 -4.198 -2.413
H 5.671 -4.035 -2.578
H 6.756 -1.829 -2.836
H 5.388 0.221 -2.931
H 2.929 0.086 -2.715
H -3.865 -0.251 1.886
H -6.051 0.567 1.095
H -6.728 0.213 -1.252
H -5.245 -0.997 -2.812
H -3.095 -1.906 -2.013
C 2.629 2.831 0.876
N 3.149 1.459 0.898
C 4.276 1.188 1.618
C 4.779 -0.056 1.702
C 4.082 -1.079 1.003
N 2.965 -0.802 0.312
C 2.517 0.433 0.271
O 1.440 0.734 -0.401
N 4.520 -2.330 0.990
H 3.432 3.510 0.598
H 2.249 3.088 1.865
H 1.832 2.893 0.143
H 4.727 2.037 2.115
H 5.671 -0.259 2.276
H 5.312 -2.619 1.539
H 3.979 -3.032 0.516
C -0.104 1.911 -7.517
C -0.607 0.992 -6.460
C -1.287 -0.179 -6.688
C -1.680 -0.953 -5.594
N -1.428 -0.573 -4.330
C -0.770 0.547 -4.119
S -0.469 1.210 -2.550
N -0.355 1.312 -5.168
C -2.424 -2.229 -5.769
H -0.653 1.760 -8.442
H 0.951 1.704 -7.711
H -0.201 2.953 -7.214
H -1.512 -0.486 -7.699
H 0.147 2.168 -4.959
H -2.444 -2.553 -6.806
H -3.452 -2.089 -5.426
H -1.978 -3.005 -5.147
C -2.529 4.432 -0.296
C -2.417 3.532 0.942
C -1.544 4.186 2.028
C -3.804 3.178 1.495
C -1.743 2.289 0.532
N -1.222 1.323 0.197
H -3.039 5.350 -0.006
H -3.110 3.951 -1.083
H -1.548 4.695 -0.688
H -1.993 5.140 2.304
H -0.533 4.376 1.669
H -1.497 3.561 2.919
H -4.283 4.101 1.820
H -3.734 2.510 2.353
H -4.426 2.718 0.729
*
```

Calculated values
Electronic energy   -3085.15348 Eh
Highest occupied orbital energy (spin up / spin down)   -15.0 / -15.4 eV
Molecular weight   1078.43 g/mol
Energy above the lowest of the compared OMol25 structures with the same formula, charge and spin   64.7 kJ/mol
Gap between HOMO and LUMO (spin up / spin down)   6.456 / 5.921 eV

Here are the Löwdin charges for atoms 1 to 4, given in e: number 1, W, carries 1.3672; number 2, C, carries -0.0240; number 3, C, carries -0.2234; number 4, C, carries 0.0710



C45H51CrN3O5P3S2 as an isolated structure. Source: the OMol25 dataset; level of theory: ωB97M-V with the def2-TZVPD basis set.

Geometry as ORCA input:
```
! wB97M-V def2-TZVPD RIJCOSX def2/J DEFGRID3
* xyz 2 2
Cr 0.070 -0.171 -0.328
O 1.842 2.544 -0.192
S 0.471 2.084 -0.060
C -0.493 3.015 -1.246
C -0.152 4.328 -1.528
C -0.823 4.997 -2.535
C -1.787 4.332 -3.279
C -2.099 3.009 -3.007
C -1.464 2.330 -1.971
P -1.918 0.624 -1.441
C -2.481 -0.123 -3.003
C -1.602 -0.993 -3.649
C -1.939 -1.534 -4.880
C -3.150 -1.211 -5.477
C -4.025 -0.341 -4.841
C -3.698 0.201 -3.607
C -3.425 1.095 -0.490
C -3.322 2.190 0.370
C -4.415 2.643 1.088
C -5.638 2.003 0.969
C -5.754 0.908 0.129
C -4.659 0.456 -0.594
C -0.012 2.647 1.580
C 0.240 3.955 1.966
C 0.072 4.310 3.292
C -0.290 3.350 4.231
C -0.505 2.038 3.843
C -0.391 1.676 2.500
P -0.621 -0.049 1.962
C -2.269 -0.561 2.546
C -2.647 -1.872 2.240
C -3.859 -2.378 2.677
C -4.716 -1.576 3.418
C -4.360 -0.267 3.702
C -3.143 0.241 3.272
C 0.550 -0.896 3.075
C 1.798 -0.306 3.294
C 2.749 -0.959 4.057
C 2.469 -2.201 4.611
C 1.227 -2.783 4.412
C 0.270 -2.136 3.643
H 0.649 4.809 -0.981
H -0.576 6.028 -2.749
H -2.299 4.842 -4.083
H -2.830 2.508 -3.620
H -0.650 -1.231 -3.187
H -1.250 -2.197 -5.386
H -3.413 -1.630 -6.439
H -4.959 -0.071 -5.315
H -4.390 0.872 -3.117
H -2.390 2.724 0.457
H -4.312 3.509 1.730
H -6.499 2.364 1.516
H -6.710 0.416 0.012
H -4.800 -0.382 -1.264
H 0.579 4.683 1.241
H 0.251 5.331 3.599
H -0.381 3.625 5.273
H -0.737 1.287 4.587
H -1.966 -2.504 1.677
H -4.133 -3.403 2.459
H -5.655 -1.971 3.783
H -5.033 0.362 4.270
H -2.886 1.260 3.513
H 2.033 0.657 2.861
H 3.714 -0.497 4.221
H 3.217 -2.710 5.204
H 1.000 -3.742 4.858
H -0.699 -2.596 3.506
N -3.080 -2.268 -0.409
N -2.502 -3.508 -0.614
C -1.191 -3.684 -0.816
N -0.797 -4.921 -1.102
S 0.049 -2.517 -0.669
H -3.549 -2.246 0.492
H -3.744 -2.084 -1.152
H -3.112 -4.304 -0.746
H -1.440 -5.687 -1.221
H 0.189 -5.099 -1.205
C 4.830 -2.070 0.378
C 4.079 -2.641 -0.820
C 5.027 -3.072 -1.929
C 3.254 -3.835 -0.358
O 3.159 -1.658 -1.439
P 2.602 -0.307 -0.852
O 1.483 0.152 -1.797
O 1.853 -0.514 0.477
O 3.780 0.639 -0.542
C 4.855 1.320 -1.285
C 5.763 1.852 -0.185
C 4.268 2.452 -2.115
C 5.586 0.341 -2.191
H 5.473 -2.849 0.785
H 4.128 -1.757 1.153
H 5.448 -1.219 0.099
H 5.647 -3.896 -1.577
H 5.680 -2.260 -2.237
H 4.457 -3.403 -2.797
H 3.919 -4.617 0.010
H 2.664 -4.225 -1.188
H 2.588 -3.537 0.449
H 5.195 2.517 0.465
H 6.601 2.398 -0.617
H 6.151 1.028 0.414
H 3.725 3.149 -1.485
H 3.582 2.054 -2.866
H 5.078 2.978 -2.617
H 6.168 -0.375 -1.613
H 6.274 0.897 -2.826
H 4.879 -0.195 -2.826
*
```

Calculated values
Electronic energy   -5150.40921 Eh
Highest occupied orbital energy (spin up / spin down)   -13.6 / -13.6 eV
Molecular weight   922.97 g/mol
Energy above the lowest of the compared OMol25 structures with the same formula, charge and spin   112.6 kJ/mol
Gap between HOMO and LUMO (spin up / spin down)   6.956 / 7.456 eV

Here are the Löwdin charges for atoms 1 to 4, given in e: number 1, Cr, carries 0.1310; number 2, O, carries -0.3726; number 3, S, carries 0.8952; number 4, C, carries -0.3373



A 8-piece molecular cluster, C45H53BN9O2 overall. Source: the OMol25 dataset; level of theory: ωB97M-V with the def2-TZVPD basis set.

Geometry as ORCA input:
```
! wB97M-V def2-TZVPD RIJCOSX def2/J DEFGRID3
* xyz -1 1
C -7.659 1.914 3.389
C -7.099 1.526 2.000
O -7.203 0.098 1.864
C -7.900 2.165 0.850
N -7.102 2.540 -0.303
C -6.493 3.877 -0.216
C -4.974 3.837 0.035
O -4.409 5.089 0.224
B -3.906 5.712 -1.044
C -2.513 5.011 -1.542
C -1.836 4.067 -0.774
C -0.690 3.425 -1.158
C -0.192 3.776 -2.404
C -0.883 4.738 -3.096
N -1.998 5.362 -2.742
H -6.878 1.914 4.155
H -8.488 1.268 3.684
H -8.022 2.948 3.352
H -6.046 1.821 1.988
H -6.430 -0.324 2.250
H -8.404 3.052 1.239
H -8.684 1.443 0.585
H -6.416 1.827 -0.527
H -6.937 4.499 0.567
H -6.667 4.396 -1.165
H -4.465 3.228 -0.731
H -4.848 3.279 0.986
H -4.717 5.473 -1.941
H -3.801 6.921 -0.995
H -2.259 3.827 0.201
H -0.204 2.679 -0.538
H 0.705 3.310 -2.809
H -0.459 5.028 -4.065
N -4.344 0.058 -0.467
C -4.465 -1.115 0.157
C -3.470 -1.676 0.944
C -2.278 -0.979 1.087
C -2.134 0.239 0.445
C -3.193 0.714 -0.316
H -5.414 -1.620 0.009
H -3.624 -2.631 1.429
H -1.472 -1.381 1.692
H -1.221 0.812 0.531
H -3.123 1.664 -0.833
N -0.692 -1.596 4.097
C -1.821 -1.115 4.612
C -2.120 -1.133 5.966
C -1.192 -1.689 6.832
C -0.010 -2.198 6.314
C 0.192 -2.125 4.943
H -2.516 -0.692 3.892
H -3.053 -0.724 6.329
H -1.386 -1.725 7.898
H 0.739 -2.640 6.956
H 1.101 -2.504 4.486
N 2.473 2.771 -4.924
C 3.533 2.201 -4.352
C 4.837 2.643 -4.533
C 5.050 3.735 -5.357
C 3.960 4.341 -5.962
C 2.699 3.822 -5.711
H 3.319 1.348 -3.720
H 5.659 2.144 -4.042
H 6.052 4.111 -5.525
H 4.083 5.196 -6.612
H 1.816 4.266 -6.159
N 2.584 -3.438 2.923
C 3.648 -2.756 2.493
C 4.226 -2.939 1.246
C 3.671 -3.884 0.398
C 2.566 -4.602 0.825
C 2.065 -4.339 2.090
H 4.051 -2.028 3.188
H 5.087 -2.355 0.950
H 4.092 -4.056 -0.585
H 2.101 -5.345 0.193
H 1.198 -4.874 2.465
N 5.940 -0.167 2.787
C 6.961 0.182 3.569
C 7.471 1.469 3.640
C 6.890 2.451 2.854
C 5.829 2.109 2.033
C 5.393 0.792 2.039
H 7.386 -0.618 4.165
H 8.302 1.695 4.296
H 7.260 3.468 2.880
H 5.347 2.844 1.404
H 4.562 0.480 1.415
N 5.218 -0.694 -3.955
C 6.176 -0.573 -3.036
C 6.863 -1.647 -2.490
C 6.535 -2.922 -2.921
C 5.541 -3.070 -3.874
C 4.918 -1.929 -4.356
H 6.398 0.442 -2.724
H 7.633 -1.487 -1.748
H 7.047 -3.787 -2.519
H 5.254 -4.047 -4.236
H 4.137 -1.997 -5.105
N -0.102 -5.688 -1.431
C -1.397 -5.641 -1.120
C -2.330 -6.566 -1.562
C -1.896 -7.597 -2.378
C -0.553 -7.663 -2.715
C 0.297 -6.689 -2.216
H -1.693 -4.814 -0.482
H -3.369 -6.478 -1.275
H -2.593 -8.339 -2.746
H -0.173 -8.452 -3.350
H 1.356 -6.703 -2.451
*
```

Calculated values
Electronic energy   -2414.66884 Eh
Highest occupied orbital energy   -4.1 eV
Molecular weight   762.79 g/mol
Gap between HOMO and LUMO   5.850 eV

Here are the Löwdin charges for atoms 1 to 4, given in e: number 1, C, carries -0.0559; number 2, C, carries -0.4002; number 3, O, carries -0.0709; number 4, C, carries -0.1976



C45H53F4N7RbS2Si2 as an isolated structure. Source: the OMol25 dataset; level of theory: ωB97M-V with the def2-TZVPD basis set.

Geometry as ORCA input:
```
! wB97M-V def2-TZVPD RIJCOSX def2/J DEFGRID3
* xyz -1 1
Rb -0.647 -0.156 0.408
C -3.344 0.161 2.917
C -3.099 1.336 2.000
C -3.715 1.407 0.746
C -4.809 0.431 0.389
C -3.333 2.411 -0.152
C -3.843 2.438 -1.570
C -2.463 3.423 0.269
C -2.137 4.518 -0.716
C -1.941 3.423 1.571
C -1.124 4.608 2.033
C -2.216 2.343 2.420
C -1.608 2.188 3.792
H -3.956 0.445 3.779
H -2.407 -0.241 3.309
H -3.850 -0.659 2.413
H -4.428 -0.489 -0.058
H -5.512 0.864 -0.320
H -5.378 0.148 1.273
H -4.513 3.286 -1.741
H -4.370 1.532 -1.850
H -3.013 2.540 -2.272
H -1.565 4.124 -1.561
H -1.563 5.328 -0.278
H -3.048 4.951 -1.134
H -1.768 5.479 2.177
H -0.364 4.889 1.305
H -0.609 4.426 2.970
H -0.945 3.001 4.070
H -1.027 1.264 3.845
H -2.386 2.120 4.557
C 1.540 3.018 1.446
C 1.990 2.215 2.633
C 2.972 2.765 3.493
C 3.447 2.000 4.511
C 2.941 0.696 4.711
C 3.430 -0.118 5.755
C 2.888 -1.364 5.925
C 1.854 -1.812 5.097
C 1.317 -1.055 4.060
S -0.008 -1.692 3.147
C 1.918 0.239 3.837
N 1.485 1.018 2.800
H 1.591 4.088 1.651
H 0.519 2.762 1.162
H 2.194 2.819 0.595
H 3.337 3.769 3.318
H 4.212 2.373 5.184
H 4.216 0.259 6.398
H 3.246 -2.012 6.716
H 1.423 -2.790 5.268
C -1.609 -1.296 -4.871
N -0.314 -1.409 -4.248
C 0.331 -2.710 -4.142
C 1.610 -2.394 -3.357
N 1.283 -1.101 -2.785
C 0.193 -0.541 -3.351
S -0.392 0.990 -2.995
H -2.320 -1.982 -4.407
H -1.530 -1.541 -5.932
H -1.975 -0.280 -4.754
H 0.535 -3.121 -5.131
H -0.319 -3.400 -3.594
H 2.482 -2.324 -4.015
H 1.811 -3.133 -2.582
H 1.916 -0.538 -2.220
C 5.007 -0.037 1.330
Si 3.966 -0.645 -0.107
C 5.106 -1.370 -1.424
C 2.759 -1.946 0.467
C 3.034 0.794 -0.850
Si 3.646 2.149 -1.962
C 5.307 2.740 -1.297
C 3.882 1.438 -3.689
C 2.457 3.597 -2.051
H 5.500 -0.886 1.812
H 4.385 0.447 2.082
H 5.776 0.668 1.010
H 5.721 -2.164 -0.993
H 5.780 -0.616 -1.838
H 4.540 -1.804 -2.252
H 3.271 -2.878 0.716
H 2.013 -2.184 -0.298
H 2.209 -1.640 1.362
H 2.012 0.885 -0.474
H 6.091 1.995 -1.449
H 5.250 2.955 -0.228
H 5.613 3.655 -1.809
H 4.438 0.499 -3.664
H 4.429 2.139 -4.324
H 2.911 1.251 -4.154
H 2.533 4.245 -1.177
H 1.431 3.237 -2.132
H 2.672 4.202 -2.935
F -6.831 -2.641 -2.242
C -6.275 -3.437 -1.314
C -7.091 -4.320 -0.671
F -8.389 -4.327 -1.011
C -6.631 -5.225 0.322
C -5.239 -5.114 0.585
C -4.427 -4.227 -0.058
F -3.124 -4.210 0.280
C -4.885 -3.330 -1.054
C -4.038 -2.408 -1.715
C -2.657 -2.292 -1.439
N -1.521 -2.159 -1.276
C -4.500 -1.466 -2.671
N -4.805 -0.664 -3.442
F -4.685 -5.911 1.509
C -7.471 -6.145 0.977
C -8.868 -6.241 0.737
N -10.004 -6.374 0.600
C -7.010 -7.083 1.939
N -6.712 -7.880 2.716
*
```

Calculated values
Electronic energy   -3928.90299 Eh
Highest occupied orbital energy (spin up / spin down)   -4.3 / -4.3 eV
Molecular weight   973.73 g/mol
Energy above the lowest of the compared OMol25 structures with the same formula, charge and spin   180.8 kJ/mol
Gap between HOMO and LUMO (spin up / spin down)   4.108 / 5.071 eV

Here are the Löwdin charges for atoms 1 to 4, given in e: number 1, Rb, carries 0.5523; number 2, C, carries -0.0517; number 3, C, carries -0.2350; number 4, C, carries -0.2008



- Look up the molecular weight of the fourth one.
  973.73 g/mol



- The highest electronic energy belongs to which entry?
  C45H53BN9O2